{
  "formula": "C44H63BCaN9S4SiTe",
  "method": "wB97M-V/def2-TZVPD",
  "lumo_energy_ev": -2.729,
  "gap_ev": 6.035,
  "de_lowest_kj_mol": 68.2,
  "total_energy_ha": -5059.95324,
  "charge": 1,
  "symbols": ["Ca", "C", "C", "C", "C", "N", "N", "B", "N", "N", "C", "C", "C", "C", "C", "S", "C", "C", "C", "C", "N", "N", "C", "C", "C", "C", "C", "S", "C", "C", "C", "C", "C", "S", "C", "C", "C", "C", "H", "H", "H", "H", "H", "H", "H", "H", "H", "H", "H", "H", "H", "H", "H", "H", "H", "H", "H", "H", "H", "H", "H", "H", "H", "H", "H", "H", "H", "H", "H", "H", "H", "H", "H", "H", "H", "H", "H", "N", "N", "C", "N", "S", "H", "H", "H", "H", "H", "C", "Te", "C", "C", "C", "C", "C", "C", "C", "H", "H", "H", "H", "H", "H", "H", "H", "C", "Si", "C", "C", "C", "C", "C", "C", "C", "H", "H", "H", "H", "H", "H", "H", "H", "H", "H", "H"],
  "positions_angstrom": [[0.12, 2.66, 0.35], [-1.92, 1.94, -4.27], [-1.80, 0.85, -3.25], [-2.78, -0.07, -3.07], [-2.66, -1.05, -2.06], [-1.56, -1.15, -1.37], [-0.55, -0.28, -1.59], [0.71, -0.75, -0.80], [0.58, -2.32, -0.54], [0.53, -3.39, -1.33], [0.32, -4.53, -0.71], [0.11, -4.59, 0.70], [0.13, -3.48, 1.49], [-0.09, -3.45, 2.96], [0.38, -2.30, 0.77], [0.59, -0.63, 1.18], [0.30, -5.81, -1.53], [-1.04, -6.52, -1.34], [0.50, -5.51, -3.01], [1.44, -6.71, -1.04], [2.04, -0.36, -1.44], [2.05, -1.02, -2.62], [3.06, -0.85, -3.42], [4.16, -0.05, -3.02], [4.15, 0.60, -1.84], [5.30, 1.47, -1.42], [2.98, 0.51, -1.02], [2.83, 1.51, 0.36], [2.93, -1.52, -4.79], [2.52, -2.98, -4.60], [1.84, -0.77, -5.56], [4.24, -1.45, -5.57], [-0.64, 0.79, -2.40], [0.52, 2.05, -2.43], [-3.74, -2.08, -1.75], [-3.85, -2.28, -0.24], [-5.10, -1.63, -2.29], [-3.32, -3.40, -2.41], [-2.87, 1.86, -4.79], [-1.84, 2.92, -3.80], [-1.11, 1.87, -5.00], [-3.68, -0.02, -3.67], [-0.06, -5.56, 1.15], [-0.44, -4.42, 3.33], [0.84, -3.19, 3.48], [-0.82, -2.69, 3.23], [-1.88, -5.91, -1.68], [-1.05, -7.45, -1.91], [-1.23, -6.79, -0.29], [-0.25, -4.81, -3.39], [1.48, -5.08, -3.20], [0.42, -6.44, -3.57], [1.30, -7.03, 0.00], [1.48, -7.61, -1.65], [2.40, -6.21, -1.12], [5.02, 0.04, -3.67], [6.13, 1.34, -2.11], [5.00, 2.52, -1.41], [5.62, 1.23, -0.41], [1.61, -3.05, -4.01], [2.35, -3.44, -5.57], [3.31, -3.55, -4.09], [0.88, -0.86, -5.04], [2.07, 0.29, -5.66], [1.73, -1.20, -6.56], [5.07, -1.92, -5.04], [4.12, -1.98, -6.52], [4.53, -0.42, -5.81], [-4.18, -1.36, 0.26], [-4.57, -3.06, -0.02], [-2.89, -2.56, 0.20], [-5.37, -0.65, -1.91], [-5.13, -1.61, -3.38], [-5.86, -2.34, -1.96], [-2.36, -3.73, -2.02], [-4.07, -4.17, -2.22], [-3.22, -3.29, -3.50], [0.80, 4.47, 2.05], [-0.22, 5.45, 1.92], [-0.59, 5.89, 0.71], [-1.56, 6.81, 0.70], [0.15, 5.35, -0.72], [0.77, 4.13, 3.01], [1.70, 4.92, 1.89], [-0.68, 5.75, 2.76], [-2.19, 6.89, 1.50], [-1.93, 7.06, -0.20], [1.18, 1.86, 6.37], [0.61, 1.17, 4.44], [2.66, 1.45, 3.89], [3.38, 1.85, 5.16], [4.77, 2.03, 5.15], [5.44, 2.40, 6.30], [4.73, 2.60, 7.48], [3.36, 2.42, 7.50], [2.68, 2.05, 6.34], [0.88, 1.11, 7.11], [0.66, 2.79, 6.60], [2.74, 2.23, 3.14], [3.05, 0.53, 3.46], [5.31, 1.87, 4.22], [6.51, 2.54, 6.27], [5.25, 2.88, 8.38], [2.81, 2.57, 8.42], [-3.86, 2.07, -0.16], [-2.55, 2.18, 1.22], [-3.02, 0.74, 2.37], [-3.12, 3.71, 2.24], [-2.57, 3.95, 3.51], [-2.91, 5.07, 4.26], [-3.82, 6.00, 3.76], [-4.39, 5.77, 2.52], [-4.04, 4.65, 1.77], [-4.88, 2.13, 0.23], [-3.75, 1.12, -0.68], [-3.74, 2.86, -0.92], [-4.09, 0.73, 2.57], [-2.50, 0.81, 3.33], [-2.74, -0.21, 1.92], [-1.86, 3.24, 3.92], [-2.48, 5.21, 5.25], [-4.10, 6.86, 4.35], [-5.13, 6.47, 2.13], [-4.51, 4.50, 0.81]]
}



{
  "formula": "C44H63Cl2GeN5O2Pb",
  "method": "wB97M-V/def2-TZVPD",
  "lumo_energy_ev": 4.156,
  "gap_ev": 4.495,
  "total_energy_ha": -5328.87788,
  "charge": -2,
  "symbols": ["Pb", "C", "C", "C", "C", "C", "C", "C", "N", "C", "C", "C", "C", "C", "C", "C", "C", "C", "C", "N", "C", "C", "C", "N", "C", "C", "C", "C", "C", "C", "C", "C", "C", "C", "C", "C", "C", "C", "N", "C", "C", "H", "H", "H", "H", "H", "H", "H", "H", "H", "H", "H", "H", "H", "H", "H", "H", "H", "H", "H", "H", "H", "H", "H", "H", "H", "H", "H", "H", "H", "H", "H", "H", "H", "H", "H", "H", "H", "H", "H", "H", "H", "H", "H", "H", "Cl", "C", "Cl", "H", "H", "N", "C", "C", "C", "O", "O", "H", "H", "H", "H", "H", "H", "C", "Ge", "C", "C", "C", "H", "H", "H", "H", "H", "H", "H", "H", "H", "H", "H"],
  "positions_angstrom": [[0.03, 0.03, 0.23], [4.32, 4.05, 3.54], [4.29, 2.55, 3.23], [2.91, 2.03, 3.03], [2.08, 1.45, 3.95], [2.38, 1.15, 5.39], [1.73, 2.14, 6.36], [0.86, 1.09, 3.25], [0.99, 1.41, 1.94], [2.18, 2.02, 1.77], [2.62, 2.59, 0.56], [1.94, 2.65, -0.65], [2.41, 3.31, -1.87], [3.76, 3.92, -2.07], [3.74, 5.46, -2.13], [1.42, 3.17, -2.79], [0.34, 2.42, -2.14], [-0.87, 2.08, -2.75], [-1.98, 1.44, -2.19], [-2.07, 1.04, -0.91], [-3.30, 0.51, -0.71], [-3.77, 0.06, 0.53], [-3.09, 0.05, 1.75], [-1.83, 0.48, 1.95], [-1.51, 0.25, 3.24], [-0.28, 0.55, 3.84], [-2.64, -0.37, 3.93], [-3.64, -0.48, 3.00], [-5.00, -1.06, 3.19], [-6.08, 0.02, 3.36], [-2.64, -0.83, 5.35], [-3.00, 0.30, 6.32], [-4.04, 0.52, -1.96], [-3.22, 1.10, -2.89], [-3.50, 1.35, -4.34], [-4.15, 2.71, -4.58], [-5.38, -0.10, -2.19], [-6.55, 0.80, -1.76], [0.72, 2.11, -0.88], [1.39, 3.69, -4.19], [0.58, 4.99, -4.32], [5.35, 4.43, 3.59], [3.84, 4.25, 4.51], [3.78, 4.61, 2.77], [4.77, 2.01, 4.05], [4.89, 2.36, 2.34], [3.46, 1.17, 5.55], [2.04, 0.14, 5.62], [2.14, 3.15, 6.22], [1.92, 1.85, 7.40], [0.65, 2.19, 6.20], [3.60, 3.06, 0.59], [4.19, 3.54, -3.00], [4.43, 3.61, -1.27], [3.17, 5.80, -2.99], [4.76, 5.85, -2.22], [3.30, 5.87, -1.22], [-0.97, 2.36, -3.79], [-4.79, -0.33, 0.54], [-0.21, 0.33, 4.90], [-5.01, -1.71, 4.07], [-5.26, -1.68, 2.33], [-5.88, 0.62, 4.25], [-7.07, -0.43, 3.45], [-6.09, 0.69, 2.49], [-1.65, -1.22, 5.60], [-3.35, -1.65, 5.48], [-2.31, 1.13, 6.21], [-2.97, -0.04, 7.36], [-4.01, 0.67, 6.12], [-4.17, 0.57, -4.71], [-2.57, 1.28, -4.91], [-5.15, 2.74, -4.15], [-4.23, 2.93, -5.65], [-3.56, 3.50, -4.11], [-5.44, -1.04, -1.64], [-5.50, -0.34, -3.25], [-6.43, 1.10, -0.72], [-7.51, 0.28, -1.87], [-6.58, 1.69, -2.38], [0.94, 2.94, -4.85], [2.41, 3.86, -4.53], [-0.45, 4.84, -3.99], [0.56, 5.34, -5.36], [1.02, 5.78, -3.71], [-0.07, -0.79, -4.06], [-0.10, -2.54, -3.84], [0.38, -3.00, -2.20], [0.61, -2.98, -4.54], [-1.12, -2.88, -4.01], [-1.72, -3.01, 0.49], [-1.16, -4.03, 1.35], [-0.60, -3.45, 2.65], [0.84, -2.84, 2.53], [1.72, -3.54, 3.07], [1.02, -1.73, 1.96], [-2.45, -2.49, 0.96], [-2.11, -3.40, -0.36], [-0.34, -4.52, 0.81], [-1.91, -4.80, 1.59], [-0.53, -4.27, 3.37], [-1.28, -2.70, 3.05], [3.74, -2.95, -2.75], [3.59, -1.03, -2.20], [5.51, -0.58, -1.75], [3.40, -0.03, -3.93], [2.43, -0.67, -0.70], [4.73, -3.16, -3.17], [2.99, -3.24, -3.49], [3.60, -3.59, -1.87], [6.21, -0.90, -2.53], [5.80, -1.06, -0.82], [5.62, 0.50, -1.62], [4.38, 0.07, -4.41], [3.00, 0.98, -3.75], [2.73, -0.53, -4.63], [2.93, 0.14, -0.15], [2.48, -1.56, -0.06]]
}



{
  "formula": "C44H63N7O5P2Ti",
  "method": "wB97M-V/def2-TZVPD",
  "lumo_energy_ev": -10.705,
  "gap_ev": 6.442,
  "de_lowest_kj_mol": 147.1,
  "total_energy_ha": -4004.96856,
  "charge": 4,
  "symbols": ["Ti", "C", "C", "C", "C", "C", "N", "C", "C", "C", "N", "C", "C", "C", "C", "C", "C", "C", "C", "N", "C", "C", "C", "N", "C", "C", "C", "C", "O", "C", "O", "H", "H", "H", "H", "H", "H", "H", "H", "H", "H", "H", "H", "H", "H", "H", "H", "H", "H", "H", "H", "H", "H", "H", "H", "H", "H", "H", "H", "C", "P", "C", "N", "C", "C", "C", "C", "C", "C", "N", "C", "P", "C", "C", "C", "C", "C", "C", "C", "C", "C", "H", "H", "H", "H", "H", "H", "H", "H", "H", "H", "H", "H", "H", "H", "H", "H", "H", "H", "H", "H", "H", "H", "H", "H", "H", "H", "H", "H", "O", "H", "H", "N", "C", "C", "O", "O", "H", "H", "H", "H", "H"],
  "positions_angstrom": [[-0.40, 0.17, -0.59], [-5.59, -4.78, -0.60], [-4.36, -3.95, -0.82], [-3.19, -4.47, -1.33], [-1.98, -3.76, -1.49], [-1.06, -4.53, -2.29], [0.21, -4.47, -2.56], [1.23, -3.62, -1.96], [1.83, -2.63, -2.96], [3.35, -2.62, -2.98], [3.98, -2.53, -1.64], [4.20, -1.50, -0.90], [3.83, -0.11, -1.15], [4.96, 0.72, -1.21], [4.89, 2.08, -1.52], [6.12, 2.92, -1.62], [3.63, 2.60, -1.75], [2.47, 1.82, -1.59], [1.20, 2.41, -1.93], [0.02, 1.92, -1.75], [-0.99, 2.61, -2.58], [-2.28, 2.92, -1.87], [-3.15, 1.71, -1.72], [-2.48, 0.52, -1.12], [-3.36, -0.39, -0.88], [-3.19, -1.81, -0.76], [-4.36, -2.58, -0.63], [-1.95, -2.39, -1.06], [-0.87, -1.63, -0.96], [2.54, 0.46, -1.25], [1.42, -0.18, -0.97], [-5.50, -5.75, -1.09], [-6.47, -4.28, -0.97], [-5.73, -4.97, 0.47], [-3.21, -5.51, -1.66], [-1.54, -5.36, -2.80], [0.54, -5.17, -3.22], [1.97, -4.31, -1.55], [0.75, -3.11, -1.14], [1.44, -1.64, -2.74], [1.50, -2.86, -3.97], [3.73, -1.78, -3.57], [3.75, -3.54, -3.40], [4.43, -3.39, -1.32], [4.86, -1.68, -0.05], [5.93, 0.28, -1.04], [7.03, 2.33, -1.52], [6.13, 3.68, -0.83], [6.16, 3.45, -2.58], [3.52, 3.64, -2.03], [1.29, 3.35, -2.48], [-1.18, 1.94, -3.42], [-0.55, 3.53, -2.97], [-2.83, 3.66, -2.46], [-2.08, 3.41, -0.91], [-3.47, 1.39, -2.72], [-4.05, 1.94, -1.15], [-4.41, -0.09, -0.92], [-5.29, -2.07, -0.40], [2.46, 0.44, 1.95], [0.80, -0.33, 1.85], [-0.09, 0.42, 3.25], [0.11, -0.06, 4.46], [-0.63, 0.45, 5.47], [-0.44, -0.02, 6.79], [-1.23, 0.47, 7.79], [-2.23, 1.44, 7.52], [-2.43, 1.92, 6.26], [-1.63, 1.43, 5.21], [-1.79, 1.92, 3.95], [-1.01, 1.46, 3.01], [-1.16, 2.22, 1.35], [-2.94, 2.64, 1.38], [-0.26, 3.87, 1.56], [-0.77, 4.62, 2.80], [1.23, 3.58, 1.73], [-0.44, 4.81, 0.36], [1.17, -2.13, 2.29], [1.90, -2.31, 3.63], [-0.11, -2.96, 2.30], [2.12, -2.64, 1.19], [2.68, 0.63, 3.00], [2.51, 1.37, 1.40], [3.21, -0.24, 1.56], [0.32, -0.76, 6.98], [-1.10, 0.12, 8.80], [-2.84, 1.81, 8.34], [-3.18, 2.67, 6.04], [-3.19, 2.87, 2.42], [-3.54, 1.80, 1.04], [-3.17, 3.51, 0.77], [-0.53, 4.11, 3.72], [-1.85, 4.79, 2.77], [-0.29, 5.59, 2.82], [1.42, 2.93, 2.59], [1.76, 4.51, 1.91], [1.66, 3.12, 0.84], [-1.47, 5.13, 0.24], [-0.07, 4.39, -0.57], [0.14, 5.71, 0.56], [1.26, -2.13, 4.48], [2.78, -1.67, 3.72], [2.24, -3.35, 3.67], [-0.77, -2.63, 3.10], [0.14, -4.00, 2.52], [-0.63, -2.94, 1.34], [3.15, -2.38, 1.43], [1.87, -2.24, 0.21], [2.06, -3.73, 1.15], [-2.34, -0.73, 1.77], [-2.27, -1.58, 2.22], [-3.07, -0.28, 2.21], [-0.31, 0.12, -7.23], [-0.25, 0.68, -5.89], [-0.30, -0.44, -4.84], [-0.34, -1.65, -5.36], [-0.28, -0.28, -3.63], [-1.15, 0.38, -7.73], [-0.35, -1.48, -6.36], [0.48, 0.38, -7.81], [-1.08, 1.36, -5.68], [0.66, 1.25, -5.72]]
}



{
  "formula": "C44H64FN3O6",
  "method": "wB97M-V/def2-TZVPD",
  "spin_multiplicity": 3,
  "lumo_energy_ev": [-1.049, -1.039],
  "gap_ev": [7.255, 6.963],
  "total_energy_ha": -2429.82652,
  "symbols": ["C", "C", "C", "C", "C", "C", "C", "C", "C", "O", "F", "C", "C", "C", "O", "C", "C", "C", "N", "C", "C", "C", "C", "C", "C", "C", "O", "C", "C", "C", "C", "O", "H", "H", "H", "H", "H", "H", "H", "H", "H", "H", "H", "H", "H", "H", "H", "H", "H", "H", "H", "H", "H", "H", "H", "H", "H", "H", "H", "H", "C", "C", "C", "C", "C", "C", "N", "O", "C", "C", "C", "H", "H", "H", "H", "H", "H", "H", "H", "H", "H", "H", "H", "H", "H", "H", "H", "H", "H", "C", "C", "C", "C", "C", "C", "N", "O", "C", "C", "C", "H", "H", "H", "H", "H", "H", "H", "H", "H", "H", "H", "H", "H", "H", "H", "H", "H", "H"],
  "positions_angstrom": [[2.82, 0.15, 3.35], [3.56, -0.48, 2.24], [4.87, 0.12, 1.54], [4.78, 1.68, 1.22], [5.63, 2.77, 1.98], [5.46, 4.31, 1.64], [4.45, 4.84, 0.55], [4.26, 6.41, 0.25], [5.65, 7.23, 0.30], [5.63, 8.33, 0.91], [6.84, 6.77, -0.33], [3.61, 3.77, -0.22], [3.79, 2.22, 0.14], [2.85, 1.19, -0.66], [3.25, 0.08, -1.13], [1.34, 1.71, -0.86], [0.09, 0.76, -0.67], [0.22, -0.78, -0.26], [0.84, -1.65, -1.30], [1.44, -2.82, -0.54], [-1.30, 1.45, -0.87], [-1.48, 2.97, -1.23], [-2.93, 3.68, -1.39], [-3.62, 3.60, 0.09], [-3.67, 5.01, 0.85], [-2.24, 5.72, 1.04], [-1.46, 5.20, 2.15], [-0.09, 5.71, 2.06], [-0.23, 3.91, -1.42], [1.16, 3.26, -1.23], [2.52, 4.13, -1.34], [2.69, 4.99, -2.26], [3.16, 0.12, 4.45], [1.83, 0.71, 3.16], [3.14, -1.50, 1.88], [5.02, -0.46, 0.55], [5.83, -0.10, 2.15], [6.35, 2.38, 2.79], [6.10, 5.03, 2.27], [3.79, 6.64, -0.77], [3.51, 6.82, 1.04], [0.93, -0.81, 0.65], [-0.78, -1.22, 0.14], [0.13, -2.02, -1.97], [2.50, -2.61, -0.18], [0.80, -2.97, 0.43], [1.38, -3.79, -1.13], [-2.23, 0.78, -0.71], [-2.81, 4.78, -1.73], [-3.58, 3.17, -2.19], [-4.67, 3.13, -0.07], [-3.04, 2.82, 0.73], [-4.12, 4.80, 1.90], [-4.38, 5.78, 0.37], [-2.46, 6.83, 1.28], [-1.58, 5.71, 0.11], [-0.04, 6.74, 1.55], [0.55, 4.98, 1.43], [0.42, 5.79, 3.08], [-0.38, 5.03, -1.66], [1.24, -6.14, 5.24], [0.90, -4.64, 5.10], [0.36, -4.10, 6.45], [-1.06, -4.53, 6.75], [-1.98, -4.14, 5.60], [-1.50, -4.68, 4.23], [-0.05, -4.42, 3.97], [0.07, -3.12, 3.59], [-1.80, -6.20, 4.16], [-2.42, -4.09, 3.13], [2.29, -3.99, 4.87], [1.84, -6.33, 6.13], [0.38, -6.80, 5.32], [1.82, -6.49, 4.38], [0.40, -3.00, 6.45], [1.01, -4.42, 7.27], [-1.11, -5.61, 6.93], [-1.41, -4.05, 7.67], [-3.00, -4.50, 5.81], [-2.05, -3.04, 5.56], [-1.26, -6.67, 3.33], [-2.86, -6.40, 4.01], [-1.55, -6.74, 5.08], [-2.43, -3.00, 3.13], [-3.46, -4.40, 3.28], [-2.12, -4.44, 2.13], [2.71, -4.30, 3.90], [3.00, -4.30, 5.64], [2.26, -2.90, 4.90], [-0.57, -1.29, -7.17], [-1.37, -1.86, -5.97], [-2.71, -2.46, -6.46], [-3.75, -1.41, -6.81], [-3.97, -0.47, -5.63], [-2.66, 0.18, -5.13], [-1.55, -0.81, -4.92], [-1.80, -1.46, -3.74], [-2.22, 1.27, -6.13], [-2.99, 0.98, -3.84], [-0.47, -3.05, -5.50], [-0.53, -2.01, -7.99], [-0.99, -0.38, -7.60], [0.46, -1.07, -6.88], [-3.13, -3.12, -5.68], [-2.54, -3.11, -7.33], [-3.44, -0.86, -7.70], [-4.69, -1.90, -7.07], [-4.68, 0.30, -5.92], [-4.44, -1.04, -4.82], [-1.19, 1.59, -5.94], [-2.85, 2.17, -6.04], [-2.32, 0.97, -7.17], [-3.44, 0.36, -3.06], [-3.71, 1.77, -4.04], [-2.09, 1.45, -3.43], [0.48, -2.69, -5.09], [-0.24, -3.71, -6.34], [-0.96, -3.66, -4.74]]
}